--- i ---
ORCA calculation (the ωB97M-V functional and the def2-TZVPD basis) on a single C2H4ClOP molecule.

Output
**Gap between HOMO and LUMO**: 7.049 eV
**Highest occupied orbital energy**: -9.067 eV
**LUMO**: -2.02 eV

The geometry in XYZ format:
```
9
Properties=species:S:1:pos:R:3:mulliken_charge:R:1
Cl 1.97 0.17 1.06 -0.23
P 0.36 -1.41 1.00 0.21
O -0.17 -1.51 2.37 -0.50
C -0.27 0.39 -1.19 -0.90
C -0.39 0.15 0.25 0.02
H -1.26 0.48 -1.49 0.35
H 0.09 -0.54 -1.55 0.34
H -0.82 1.08 0.88 0.37
H 0.49 1.18 -1.34 0.33
```

***

--- ii ---
ORCA calculation (the ωB97M-V functional and the def2-TZVPD basis) on 2 unconnected molecules or ions with the total composition C2H4ClOP.

Output
**Gap between HOMO and LUMO (alpha / beta)**: 5.863 / 5.251 eV
**Highest occupied orbital energy (alpha / beta)**: -8.506 / -8.158 eV
**LUMO (alpha / beta)**: -2.64 / -2.91 eV

The geometry in XYZ format:
```
9
Properties=species:S:1:pos:R:3:mulliken_charge:R:1
Cl 2.32 -1.19 -2.34 -0.67
P 0.92 0.63 0.23 0.28
O 0.75 1.50 -1.08 -0.33
C -0.73 0.20 0.53 -0.06
C -0.99 -0.91 1.22 -0.51
H -1.52 0.77 0.12 0.35
H -0.31 -1.60 1.44 0.36
H 1.61 1.67 -1.40 0.36
H -2.06 -1.07 1.28 0.22
```

***

Most stable: i (next structure +0.555 eV)

***

--- i ---
ORCA calculation (the ωB97M-V functional and the def2-TZVPD basis) on a gas-phase ion, C4H6NO2 (charge -1).

Output
**Net charge**: -1
**Gap between HOMO and LUMO**: 6.300 eV
**Highest occupied orbital energy**: -1.947 eV
**LUMO**: 4.35 eV

The geometry in XYZ format:
```
13
Properties=species:S:1:pos:R:3:mulliken_charge:R:1
O -1.55 -0.11 -1.41 -0.58
O -2.42 -0.80 0.60 -0.65
N 0.09 -0.63 0.03 0.16
C 0.02 -1.80 -0.51 -0.82
C 0.62 1.67 0.73 -0.86
C -1.60 -0.47 -0.24 0.56
C 1.02 0.27 0.28 -0.27
H -0.35 2.01 0.33 0.32
H -0.97 -2.20 -0.93 0.22
H 2.09 0.09 -0.09 0.23
H 1.42 2.48 0.41 0.22
H 0.91 -2.24 -1.00 0.25
H 0.74 1.73 1.78 0.21
```

***

--- ii ---
ORCA calculation (the ωB97M-V functional and the def2-TZVPD basis) on a gas-phase ion, C4H6NO2 (charge -1).

Output
**Net charge**: -1
**SMILES**: C[C@H]1CN1C(=O)[O-]
**Gap between HOMO and LUMO**: 8.168 eV
**Highest occupied orbital energy**: -4.072 eV
**LUMO**: 4.10 eV

The geometry in XYZ format:
```
13
Properties=species:S:1:pos:R:3:mulliken_charge:R:1
O -3.85 0.77 -0.20 -0.68
O -3.17 -1.32 0.26 -0.71
N -1.59 0.19 -0.44 -0.24
C -0.83 1.22 0.19 -0.54
C -0.44 -0.24 0.32 0.24
C 0.84 -0.89 -0.48 -1.07
C -3.06 -0.14 -0.08 0.55
H -1.42 1.86 0.83 0.32
H 1.82 -0.88 0.10 0.26
H 0.52 -1.87 -0.76 0.24
H -0.67 -0.77 1.36 0.21
H -0.06 1.78 -0.53 0.09
H 0.91 -0.13 -1.21 0.31
```

***

Most stable: ii (next structure +1.865 eV)

***

--- i ---
ORCA calculation (the ωB97M-V functional and the def2-TZVPD basis) on 40 unconnected molecules or ions with the total composition H80O40.

Output
**⟨S²⟩**: 0.75
**Net charge**: +1
**Gap between HOMO and LUMO (alpha / beta)**: 8.687 / 2.370 eV
**Highest occupied orbital energy (alpha / beta)**: -11.786 / -11.786 eV
**LUMO (alpha / beta)**: -3.10 / -9.42 eV
**Spin multiplicity**: 2

The geometry in XYZ format:
```
120
Properties=species:S:1:pos:R:3:lowdin_spin:R:1
O 4.19 2.58 1.30 0.00
O 0.51 -1.95 1.71 0.00
O -2.21 0.90 -2.09 0.00
O 4.97 0.14 3.06 0.00
O -2.36 -1.94 4.11 0.00
O 2.64 -0.12 1.52 0.01
O 2.04 -4.69 2.01 0.00
O 0.45 -4.23 -4.56 0.00
O 5.01 -4.01 -0.30 0.01
O -1.48 -4.34 -0.36 0.00
O -3.24 2.08 -4.26 0.00
O -0.77 1.43 5.55 0.00
O -0.68 -3.77 4.25 0.00
O 0.56 1.89 0.21 0.00
O 2.63 1.49 3.99 0.00
O 1.22 4.72 -1.41 0.00
O 1.58 1.72 -5.12 0.00
O 2.48 -3.38 -2.59 0.80
O -0.22 -0.64 -3.50 0.00
O -1.52 0.20 -5.72 0.00
O -2.69 4.59 -3.26 0.00
O -2.52 -2.69 1.61 0.00
O -3.00 0.40 5.36 0.00
O -4.22 -1.25 -2.96 0.00
O -2.17 -2.55 -3.79 0.00
O -0.73 0.30 1.93 0.00
O -0.54 2.85 2.00 0.00
O 1.17 4.62 2.90 0.00
O 0.46 -0.79 -1.01 0.00
O 5.56 0.88 -1.72 0.00
O 3.29 3.13 -1.61 0.00
O -2.27 3.11 -0.55 0.00
O -3.48 3.30 3.88 0.00
O -1.05 6.04 -0.18 0.00
O 1.25 -4.10 -0.46 0.05
O 3.45 0.35 -4.23 0.00
O -3.86 -4.84 1.57 0.00
O -5.04 1.06 3.89 0.00
O 3.06 -1.72 -1.01 0.12
O -2.34 -0.72 0.01 0.00
H -4.80 -4.69 1.52 0.00
H 5.16 0.48 -2.53 0.00
H 0.50 4.39 -1.98 0.00
H -2.05 -0.10 -4.95 0.00
H -3.20 0.09 6.22 0.00
H -1.43 2.43 1.91 0.00
H 2.45 -2.00 -0.31 0.00
H -4.72 -0.73 -3.62 0.00
H -0.42 1.85 6.34 0.00
H 0.99 -3.43 0.17 0.00
H -1.59 0.59 -2.78 0.00
H 0.10 0.10 -1.17 0.00
H 1.38 2.31 0.34 0.00
H 1.79 -4.81 2.95 0.00
H -5.36 1.95 4.17 0.00
H 5.39 0.56 2.31 0.00
H 1.73 0.14 1.75 0.00
H 0.99 -3.88 -3.89 0.00
H 3.09 0.25 0.80 0.00
H 1.82 -4.82 -0.12 0.00
H -0.75 3.56 2.56 0.00
H -0.30 5.66 -0.62 0.00
H -1.68 1.56 5.41 0.00
H 1.94 0.82 4.27 0.00
H 2.71 -0.76 -1.03 0.00
H 5.03 2.19 1.00 0.00
H 0.30 -0.19 -4.22 0.00
H -2.35 0.04 -0.74 0.00
H 0.94 -4.11 -5.38 0.00
H 3.27 2.43 -2.29 0.00
H 2.40 -3.93 -1.78 0.01
H -3.43 2.83 4.74 0.00
H -3.00 -0.38 4.84 0.00
H -4.80 -1.96 -2.64 0.00
H 0.16 1.64 1.12 0.00
H -1.78 -3.02 -4.63 0.00
H -0.77 0.13 2.87 0.00
H -1.29 -0.02 1.21 0.00
H -2.99 -3.07 -3.78 0.00
H -1.54 -2.33 3.81 0.00
H -1.57 -2.77 1.71 0.00
H -3.70 1.56 -3.59 0.00
H -2.84 2.86 -3.90 0.00
H 3.37 0.88 -4.98 0.00
H -1.33 -4.58 0.52 0.00
H -0.02 -1.37 1.19 0.00
H -1.31 -4.99 -1.09 0.00
H 4.19 2.66 2.27 0.00
H 3.98 3.74 -1.41 0.00
H 2.10 4.21 -1.47 0.00
H 0.64 1.98 -5.37 0.00
H 2.06 1.28 -5.78 0.00
H -0.53 -1.53 -3.65 0.00
H 0.94 -1.31 2.36 0.00
H 4.15 -3.61 -0.12 0.00
H 1.99 2.07 3.56 0.00
H 4.05 0.31 3.15 0.00
H -1.94 -0.23 -6.54 0.00
H 1.66 5.19 2.26 0.00
H -3.00 0.76 -2.64 0.00
H -0.84 -4.01 5.14 0.00
H 3.10 -2.69 -2.16 0.00
H 1.73 3.81 2.58 0.00
H -1.85 -1.31 -0.59 0.00
H -1.37 -4.10 3.66 0.00
H -2.62 3.66 3.81 0.00
H 5.60 -3.30 -0.02 0.00
H 1.60 -3.85 1.94 0.00
H -3.25 -4.09 1.41 0.00
H -2.65 4.58 -2.18 0.00
H -4.37 1.32 3.24 0.00
H -1.88 5.13 -3.38 0.00
H -3.12 -2.36 3.78 0.00
H -1.06 5.34 0.48 0.00
H 0.20 -1.38 -1.70 0.00
H -2.36 2.19 -1.00 0.00
H -1.35 2.89 -0.25 0.00
H -2.82 -1.94 1.08 0.00
H 6.35 0.33 -1.63 0.00
H 2.71 0.09 -3.64 0.00
```

***

--- ii ---
ORCA calculation (the ωB97M-V functional and the def2-TZVPD basis) on 40 unconnected molecules or ions with the total composition H80O40.

Output
**⟨S²⟩**: 0.76
**Net charge**: +1
**Gap between HOMO and LUMO (alpha / beta)**: 8.927 / 2.804 eV
**Highest occupied orbital energy (alpha / beta)**: -11.990 / -11.990 eV
**LUMO (alpha / beta)**: -3.06 / -9.19 eV
**Spin multiplicity**: 2

The geometry in XYZ format:
```
120
Properties=species:S:1:pos:R:3:lowdin_spin:R:1
O 0.65 -1.39 0.11 0.00
O 3.38 3.06 2.07 0.00
O 2.17 -1.32 -1.95 0.00
O 5.13 -1.35 2.66 0.00
O 3.10 2.46 -2.83 0.00
O 2.68 -2.78 2.55 0.00
O 1.48 -0.49 3.07 0.00
O -3.33 -0.34 -4.53 0.00
O 0.32 2.98 3.98 0.01
O 0.18 0.53 5.07 0.00
O 2.23 5.43 1.72 0.00
O -1.81 -2.40 2.49 0.00
O 4.76 4.34 0.36 0.00
O 1.67 -4.01 -3.36 0.00
O -0.75 -3.94 -4.13 0.00
O -0.91 -4.85 0.95 0.00
O -0.50 1.74 -5.74 0.00
O -1.04 0.06 1.74 0.00
O 3.40 -3.54 -1.34 0.00
O -1.85 -2.99 -0.61 0.00
O -0.49 4.84 1.35 0.02
O 1.24 -2.28 -5.09 0.00
O 0.50 0.59 -3.07 0.00
O -1.99 2.67 2.62 0.16
O 0.63 -6.09 -2.41 0.00
O 0.30 3.21 -0.72 0.00
O -2.95 -0.87 4.54 0.00
O 1.92 1.16 0.69 0.00
O -3.81 0.80 -2.14 0.00
O -1.50 0.00 -1.36 0.00
O -0.62 -2.00 5.90 0.00
O -4.16 1.48 0.40 0.01
O -4.02 -4.20 2.13 0.00
O -2.75 3.16 -4.54 0.01
O -3.09 3.87 0.55 0.72
O -4.25 -1.53 1.83 0.00
O 0.82 3.37 -3.33 0.00
O 0.62 -4.11 3.21 0.00
O 5.13 0.67 -0.65 0.00
O -2.11 4.27 -2.11 0.07
H -2.17 5.20 -2.37 0.00
H -0.45 -1.74 4.99 0.00
H 2.77 -3.13 1.64 0.00
H 1.66 -1.45 3.18 0.00
H -1.71 1.74 2.49 0.00
H -1.17 4.02 -2.08 0.00
H 4.13 3.32 2.63 0.00
H -3.28 -1.30 5.34 0.00
H -3.59 -4.27 1.27 0.00
H -1.47 -5.44 1.47 0.00
H -5.06 -1.40 1.31 0.00
H 3.29 -3.97 -2.20 0.00
H -1.45 -4.14 0.54 0.00
H 0.12 -2.51 6.24 0.00
H -1.42 -0.25 -0.43 0.00
H 0.76 -3.88 -3.82 0.00
H 2.24 -3.54 3.02 0.00
H -1.50 -3.65 -3.59 0.00
H 2.35 -0.31 2.69 0.00
H 2.11 -2.29 -2.01 0.00
H -2.72 -2.68 -0.90 0.00
H 3.96 3.85 0.59 0.00
H -0.34 2.46 4.51 0.00
H -0.12 1.95 -4.88 0.00
H 2.90 2.82 2.89 0.00
H -3.79 0.97 -0.36 0.00
H -0.50 0.44 4.40 0.00
H 0.68 -1.61 -5.51 0.00
H 4.09 -2.88 -1.45 0.00
H 2.62 -1.13 -1.12 0.00
H -3.16 -0.25 -5.48 0.00
H 6.01 0.31 -0.80 0.00
H -3.08 2.87 0.60 0.00
H 4.29 -1.72 2.98 0.00
H 0.67 -1.64 1.05 0.00
H 4.85 4.71 -0.52 0.00
H -2.62 2.96 -3.59 0.00
H 2.70 1.77 0.62 0.00
H -4.86 2.02 0.04 0.00
H -0.28 5.71 1.68 0.00
H -2.86 0.57 -2.25 0.00
H 1.16 -0.01 -2.65 0.00
H 1.13 -4.26 -2.59 0.00
H 0.91 2.23 3.81 0.00
H -4.31 -3.27 2.26 0.00
H -0.97 4.22 1.92 0.00
H -0.89 0.74 -1.45 0.00
H -2.16 -3.32 2.45 0.00
H 2.07 -2.11 -5.56 0.00
H -2.26 4.30 0.22 0.00
H -3.75 -0.71 1.81 0.00
H -1.98 -2.15 3.42 0.00
H -3.56 3.69 -4.42 0.00
H 1.44 -6.10 -2.94 0.00
H 1.45 3.82 -2.74 0.00
H -0.74 -4.91 -4.10 0.00
H 0.59 -4.32 2.27 0.00
H 0.14 4.11 -0.38 0.00
H -3.70 -0.36 4.22 0.00
H -0.12 -6.60 -2.70 0.00
H -4.40 0.18 -2.58 0.00
H 2.82 1.63 -2.41 0.00
H 1.31 -0.69 0.10 0.00
H 1.40 1.92 0.39 0.00
H -0.08 -0.03 1.85 0.00
H -1.25 -2.32 -0.99 0.00
H -1.58 -0.74 1.73 0.00
H 2.51 2.57 -3.60 0.00
H 0.12 2.66 0.06 0.00
H 4.74 -0.67 2.10 0.00
H 1.59 6.15 1.74 0.00
H -0.26 2.35 -6.43 0.00
H 5.26 1.57 -0.32 0.00
H 0.62 2.58 -2.81 0.00
H -3.18 0.52 -4.13 0.00
H -0.16 -0.04 -3.39 0.00
H -2.94 2.60 2.80 0.00
H 1.73 4.85 2.31 0.00
H -0.25 -3.78 3.44 0.00
H 0.35 -0.28 5.54 0.00
```

***

Most stable: ii (next structure +4.620 eV)

***

--- i ---
ORCA calculation (the ωB97M-V functional and the def2-TZVPD basis) on 2 unconnected molecules or ions with the total composition C2HNO3.

Output
**Gap between HOMO and LUMO (alpha / beta)**: 7.569 / 7.569 eV
**Highest occupied orbital energy (alpha / beta)**: -8.597 / -8.595 eV
**LUMO (alpha / beta)**: -1.03 / -1.03 eV

The geometry in XYZ format:
```
7
Properties=species:S:1:pos:R:3:mulliken_charge:R:1
O 1.38 -1.59 -0.72 -0.43
O -1.32 0.50 -1.03 -0.37
O -1.38 0.88 1.88 -0.19
N -0.68 0.02 1.55 0.15
C -0.42 0.05 -0.42 0.43
C 0.93 -0.46 -0.67 0.21
H 1.49 0.61 -0.59 0.21
```

***

--- ii ---
ORCA calculation (the ωB97M-V functional and the def2-TZVPD basis) on a single C2HNO3 molecule.

Output
**SMILES**: O=C=NOC=O
**Gap between HOMO and LUMO**: 10.249 eV
**Highest occupied orbital energy**: -10.883 eV
**LUMO**: -0.63 eV

The geometry in XYZ format:
```
7
Properties=species:S:1:pos:R:3:mulliken_charge:R:1
O -1.47 -0.18 -0.81 -0.12
O -0.78 -1.98 0.18 -0.41
O 0.55 2.63 -0.53 -0.33
N -1.06 1.09 -1.10 -0.16
C -0.51 -0.93 -0.30 0.19
C -0.14 1.69 -0.59 0.52
H 0.57 -0.73 -0.28 0.32
```

***

Most stable: ii (next structure +1.717 eV)